Arrangement i

{
  "formula": "H39O19",
  "method": "ωB97M-V/def2-TZVPD",
  "charge": 1,
  "lumo_energy_ev": -2.648,
  "homo_lumo_gap_ha": 0.391,
  "elements": ["O", "H", "H", "O", "H", "H", "O", "H", "H", "O", "H", "H", "O", "H", "H", "O", "H", "H", "O", "H", "H", "O", "H", "O", "H", "H", "O", "H", "H", "O", "H", "H", "O", "H", "H", "O", "H", "H", "O", "H", "H", "O", "H", "H", "O", "H", "H", "O", "H", "H", "O", "H", "H", "O", "H", "H", "H", "H"],
  "positions_angstrom": [[0.14, 4.30, -2.11], [0.92, 0.00, -2.82], [-0.16, 4.37, -1.21], [-0.93, -1.50, 1.28], [-0.73, -0.45, 1.11], [-1.08, -2.01, 0.37], [-0.28, -1.72, 3.77], [0.65, -1.80, 3.48], [-0.35, -1.87, 4.77], [-0.98, 0.29, -0.29], [-0.48, 0.08, -1.04], [-1.72, -1.35, 1.84], [-2.81, 1.40, -2.53], [-3.32, 1.31, -3.17], [-3.34, 1.13, -1.68], [1.59, 1.41, -3.52], [1.72, 1.18, -4.48], [2.39, 1.93, -3.26], [0.54, -1.75, -0.39], [1.01, -2.58, 0.17], [0.27, -2.11, -1.25], [-0.08, -0.26, -2.76], [-0.62, 0.29, -3.47], [2.22, -2.22, -2.36], [1.78, -3.07, -2.78], [1.73, -1.39, -2.82], [-1.89, -3.42, -1.21], [-2.61, -3.85, -0.87], [3.51, -2.07, -0.70], [-0.49, 2.42, 3.33], [0.18, 1.81, 3.60], [-0.45, 3.21, 3.72], [3.09, 1.20, 0.64], [3.28, 0.28, 0.52], [3.64, 1.68, 0.13], [1.83, 3.24, 2.33], [-2.23, -2.88, -1.94], [1.11, 4.11, -2.20], [-0.89, 2.60, 0.92], [-0.82, 3.57, 0.88], [-1.29, 1.13, -0.15], [-4.22, -1.85, -0.68], [-5.09, -1.53, -1.01], [-3.57, -1.04, -0.60], [-3.41, 1.61, 1.63], [1.83, 0.25, 2.28], [-2.57, 1.95, 1.93], [1.49, -0.64, 2.14], [-4.19, 2.14, 1.98], [1.59, -1.01, 1.36], [3.49, -1.27, -0.24], [3.25, -0.62, -0.75], [2.34, 2.45, 2.20], [1.21, -4.15, 0.72], [1.56, -4.31, 1.48], [0.52, -4.80, 0.43], [2.01, 3.84, 1.74], [-0.30, 2.33, 1.57]]
}

Arrangement ii

{
  "formula": "H39O19",
  "method": "ωB97M-V/def2-TZVPD",
  "charge": 1,
  "lumo_energy_ev": -3.255,
  "homo_lumo_gap_ha": 0.346,
  "elements": ["O", "H", "H", "O", "H", "H", "O", "H", "H", "O", "H", "H", "O", "H", "H", "O", "H", "H", "O", "H", "H", "O", "H", "O", "H", "H", "O", "H", "H", "O", "H", "H", "O", "H", "H", "O", "H", "H", "O", "H", "H", "O", "H", "H", "O", "H", "H", "O", "H", "H", "O", "H", "H", "O", "H", "H", "H", "H"],
  "positions_angstrom": [[1.82, -0.07, 3.80], [4.65, -0.80, -2.32], [2.57, -0.06, 3.14], [-0.37, -1.62, 3.43], [-0.33, -1.22, 4.42], [-1.03, -0.93, 2.93], [0.39, -4.08, -1.57], [4.25, 1.25, -0.35], [3.64, -1.20, -3.53], [-3.11, 3.18, -1.69], [-2.82, 3.90, -2.26], [-0.97, 1.18, -2.43], [-2.72, 2.63, 1.74], [-2.98, 2.44, 0.79], [-3.49, 3.17, 1.89], [1.15, 3.75, 1.95], [0.51, 4.27, 1.45], [0.49, 3.45, 2.57], [0.35, -2.29, -3.63], [-0.64, -4.44, 0.60], [1.37, -2.41, -3.71], [3.79, -1.46, -2.49], [0.17, -2.18, -4.60], [0.16, -1.03, 0.49], [-0.12, -0.21, 0.12], [0.83, -1.36, -0.12], [1.90, -2.03, 2.43], [0.58, -1.56, 2.99], [2.04, 1.60, -1.54], [-0.95, -5.15, 0.41], [-0.25, -4.32, -2.20], [-1.70, -5.05, 0.02], [-1.38, 0.33, -2.15], [-2.17, 0.24, -2.77], [2.75, -1.71, 2.90], [4.59, 1.08, -1.28], [2.23, -1.50, 1.63], [2.31, 0.19, 4.48], [-1.74, 0.28, 2.47], [-2.02, -0.25, 1.58], [-2.60, 2.49, -1.54], [-5.03, 0.12, 0.29], [-4.29, -0.48, 0.30], [0.94, -3.37, -1.77], [-2.60, -1.01, 0.18], [-1.71, 3.43, -3.79], [-2.50, -1.81, -0.17], [-0.95, 3.06, -3.01], [-2.42, -0.39, -0.60], [-0.32, 3.78, -3.16], [1.45, 1.24, -0.72], [1.28, 2.08, -0.24], [-5.16, 0.91, 0.81], [2.57, 0.13, 1.31], [2.41, 0.15, 0.35], [1.82, 0.71, 1.55], [4.58, 1.87, -1.65], [-1.24, 1.06, 2.28]]
}

Most stable structure - arrangement i; separation to the second - 85.0 kJ/mol.

Arrangement i

{
  "formula": "H3NO4P",
  "method": "ωB97M-V/def2-TZVPD",
  "charge": -1,
  "lumo_energy_ev": 4.082,
  "homo_lumo_gap_ha": 0.342,
  "elements": ["N", "O", "O", "O", "O", "P", "H", "H", "H"],
  "positions_angstrom": [[0.81, -1.06, 0.60], [-1.23, 1.27, -0.20], [-1.22, -1.88, -1.08], [1.86, 0.28, -1.34], [0.73, -0.35, -1.85], [-0.25, -0.86, -0.56], [1.93, -0.33, -0.55], [0.50, -1.86, 1.09], [-1.05, 1.59, -1.11]]
}

Arrangement ii

{
  "formula": "H3NO4P",
  "method": "ωB97M-V/def2-TZVPD",
  "charge": -1,
  "lumo_energy_ev": 4.176,
  "homo_lumo_gap_ha": 0.340,
  "elements": ["N", "O", "O", "O", "O", "P", "H", "H", "H"],
  "positions_angstrom": [[0.86, -1.51, -0.85], [-0.91, -1.36, 1.33], [1.03, 0.18, 1.06], [-0.98, 1.08, -0.66], [-0.38, 2.33, -0.47], [0.22, -0.90, 0.48], [0.44, 2.17, 0.06], [0.41, -2.42, -1.00], [-0.69, 0.45, 0.05]]
}

Most stable structure - arrangement ii; separation to the second - 30.7 kJ/mol.

Arrangement i

{
  "formula": "C21H13Br4N3O6W",
  "method": "ωB97M-V/def2-TZVPD",
  "lumo_energy_ev": [-1.354, -1.511],
  "multiplicity": 3,
  "homo_lumo_gap_ha": [0.204, 0.235],
  "s_squared": 2.0332,
  "elements": ["W", "Br", "C", "C", "Br", "C", "Br", "C", "O", "C", "O", "C", "Br", "O", "C", "C", "C", "C", "C", "C", "C", "O", "N", "O", "O", "H", "H", "H", "H", "C", "H", "H", "H", "N", "C", "N", "C", "C", "C", "C", "C", "C", "H", "H", "H", "H", "H", "H"],
  "positions_angstrom": [[0.49, -0.26, 1.01], [-0.79, -6.18, 4.29], [-0.65, -4.36, 3.84], [-1.23, -3.39, 4.66], [-2.13, -3.88, 6.24], [-1.13, -2.04, 4.31], [-1.90, -0.69, 5.36], [-0.45, -1.65, 3.17], [-0.27, -0.38, 2.78], [0.15, -2.64, 2.34], [0.82, -2.20, 1.28], [0.03, -3.98, 2.69], [0.84, -5.24, 1.56], [-1.36, -0.82, 0.51], [-1.78, -1.20, -0.65], [-1.05, -1.11, -1.85], [-1.67, -1.41, -3.07], [-0.98, -1.30, -4.27], [0.38, -0.95, -4.30], [1.02, -0.67, -3.11], [0.34, -0.71, -1.89], [0.94, -0.39, -0.74], [-1.68, -1.53, -5.49], [-2.86, -1.83, -5.43], [-1.06, -1.38, -6.54], [-2.80, -1.60, -0.69], [-2.71, -1.71, -3.10], [0.88, -0.91, -5.24], [2.07, -0.40, -3.10], [2.44, 0.28, 1.90], [2.28, 0.90, 2.80], [3.20, 0.83, 1.33], [2.97, -0.61, 2.28], [-1.21, 3.68, 0.81], [-1.24, 2.37, 1.20], [-0.15, 1.70, 0.75], [0.58, 2.64, 0.01], [1.76, 2.50, -0.71], [2.29, 3.63, -1.30], [1.66, 4.87, -1.20], [0.45, 5.02, -0.54], [-0.08, 3.88, 0.07], [-1.90, 4.37, 1.05], [-2.02, 1.93, 1.79], [2.24, 1.53, -0.82], [3.22, 3.56, -1.84], [2.11, 5.73, -1.66], [-0.04, 5.97, -0.48]]
}

Arrangement ii

{
  "formula": "C21H13Br4N3O6W",
  "method": "ωB97M-V/def2-TZVPD",
  "lumo_energy_ev": [-1.152, -1.415],
  "multiplicity": 3,
  "homo_lumo_gap_ha": [0.226, 0.242],
  "s_squared": 2.0225,
  "elements": ["W", "Br", "C", "C", "Br", "C", "Br", "C", "O", "C", "O", "C", "Br", "O", "C", "C", "C", "C", "C", "C", "C", "O", "N", "O", "O", "H", "H", "H", "H", "C", "H", "H", "H", "N", "C", "N", "C", "C", "C", "C", "C", "C", "H", "H", "H", "H", "H", "H"],
  "positions_angstrom": [[0.45, -0.06, 0.21], [-1.94, -3.62, 5.82], [-0.85, -2.71, 4.57], [0.52, -2.61, 4.79], [1.31, -3.38, 6.32], [1.33, -1.93, 3.87], [3.18, -1.72, 4.09], [0.74, -1.38, 2.75], [1.39, -0.66, 1.83], [-0.65, -1.49, 2.51], [-1.07, -0.89, 1.41], [-1.44, -2.15, 3.45], [-3.29, -2.22, 3.11], [-0.69, 0.45, -1.31], [-1.10, -0.13, -2.34], [-0.68, -1.42, -2.75], [-1.17, -1.95, -3.96], [-0.77, -3.20, -4.36], [0.12, -3.97, -3.59], [0.60, -3.48, -2.41], [0.22, -2.19, -1.94], [0.71, -1.77, -0.82], [-1.27, -3.73, -5.61], [-0.90, -4.84, -5.94], [-2.03, -3.04, -6.26], [-1.83, 0.41, -2.95], [-1.85, -1.38, -4.57], [0.41, -4.95, -3.94], [1.29, -4.05, -1.80], [2.31, 0.65, -0.58], [2.27, 0.78, -1.68], [3.08, -0.10, -0.39], [2.66, 1.59, -0.14], [-0.86, 3.35, 2.52], [-0.67, 2.05, 2.20], [-0.06, 1.92, 1.04], [0.13, 3.21, 0.55], [0.69, 3.65, -0.64], [0.72, 5.02, -0.85], [0.22, 5.92, 0.09], [-0.34, 5.49, 1.28], [-0.37, 4.12, 1.48], [-1.30, 3.67, 3.36], [-0.98, 1.22, 2.82], [1.08, 2.95, -1.37], [1.15, 5.41, -1.76], [0.27, 6.98, -0.11], [-0.74, 6.19, 2.01]]
}

Most stable structure - arrangement ii; separation to the second - 93.5 kJ/mol.